Arrangement i

Here is a molecular structure, C5H6O2 from the OMol25 dataset. Energies are from wB97M-V/def2-TZVPD.

Positions of all 13 atoms, in Å:
C  0.57192  1.65841  1.00293
O  0.15511  -2.04351  1.04804
C  -0.13315  -1.95034  -0.11884
C  -0.93322  -0.79830  -0.68533
O  -1.24559  0.07250  0.43409
C  -0.04964  0.66547  0.15677
C  0.19688  0.13302  -1.05438
H  1.67176  1.65039  1.00266
H  0.14031  1.84081  1.99693
H  0.30983  -2.61143  -0.89013
H  -1.78282  -1.02299  -1.33281
H  0.08723  2.27856  0.10991
H  1.01315  0.14031  -1.75818

Highest occupied orbital energy = -8.5352 eV
HOMO-LUMO gap = 9.553 eV

Atomic partial charges in e from the natural (NBO) method, atoms 1 to 5:
1. C -0.6752
2. O -0.5209
3. C 0.4119
4. C -0.0126
5. O -0.4601



Arrangement ii

Here is C5H6O2 in the gas phase from the OMol25 dataset. Energies are from wB97M-V/def2-TZVPD.

Positions of all 13 atoms, in Å:
C  1.95201  -0.96743  -0.33869
C  0.99669  -0.41134  0.13981
C  0.06749  0.63457  -0.22722
C  -0.81050  0.29586  -1.42246
O  -0.90709  0.89303  1.04939
C  -0.58809  0.02787  2.02549
O  -1.03997  -0.17051  3.11975
H  2.80353  -1.47567  -0.69802
H  0.63357  1.56384  -0.37359
H  -1.22118  -0.71167  -1.31963
H  -0.31496  0.36232  -2.40468
H  -1.61241  1.03025  -1.40154
H  0.29697  -0.58752  1.61770

Highest occupied orbital energy = -9.5174 eV
HOMO-LUMO gap = 10.082 eV
SMILES string = C#C[C@@H](C)OC=O

Atomic partial charges in e from the natural (NBO) method, atoms 1 to 5:
1. C -0.1358
2. C -0.1369
3. C 0.0622
4. C -0.6277
5. O -0.5202



Sorted by energy, starting with the most stable: arrangement ii, arrangement i.



Arrangement i

Here is 9 unconnected molecules or ions with the total composition C17H52N2O17 from the OMol25 dataset. Energies are from wB97M-V/def2-TZVPD.

Positions of all 88 atoms, in Å:
N  0.18738  0.90107  4.38663
C  -0.43027  1.68197  3.43361
N  -0.46248  3.05056  3.59905
O  -0.96903  1.14878  2.38415
H  0.21716  -0.11072  4.19940
H  0.68258  1.30740  5.17788
H  -1.04081  3.55755  2.91100
H  -0.61099  3.33330  4.56808
O  -2.38567  -2.52140  -1.11293
C  -2.94726  -1.39364  -1.70822
C  -2.12042  -1.17556  -2.96753
O  -2.31273  -2.14882  -4.02121
H  -2.66627  -2.46451  -0.17356
H  -4.01637  -1.49037  -1.86344
H  -2.70031  -0.47145  -1.02959
H  -1.04080  -1.19883  -2.64990
H  -2.34413  -0.14671  -3.30646
H  -2.48931  -2.93370  -3.46083
O  3.69718  3.56152  -0.57318
C  4.46907  4.32892  -1.42319
C  5.62742  3.46978  -1.98969
O  5.10940  2.21535  -2.42157
H  2.97232  4.10969  -0.18567
H  3.85094  4.85804  -2.19517
H  4.85370  5.22875  -0.95117
H  6.38662  3.13249  -1.32877
H  6.06622  3.88671  -2.93395
H  4.29137  2.09695  -1.98936
O  -0.10566  3.06339  -3.84021
C  0.89475  2.24728  -4.48234
C  0.70666  0.79983  -4.59411
O  -0.46069  0.49262  -5.37303
H  -0.98275  2.90029  -4.30699
H  0.91918  2.70178  -5.51065
H  1.79066  2.59910  -3.93552
H  0.61680  0.38082  -3.58447
H  1.54975  0.33266  -5.14032
H  -0.35043  -0.44004  -5.56443
O  -1.18605  -3.72012  2.33267
C  -0.88761  -4.03543  3.67580
C  -0.62153  -2.68687  4.41958
O  0.39258  -1.94856  3.73835
H  -0.92374  -4.36956  1.62684
H  -1.86498  -4.45961  3.98963
H  -0.01084  -4.78105  3.82685
H  -0.23393  -2.84444  5.46966
H  -1.59820  -2.12610  4.42767
H  0.17196  -2.08116  2.81263
O  -1.09093  4.88620  -1.51775
C  0.16756  4.86829  -0.89199
C  0.20282  3.93472  0.31778
O  1.46209  3.80576  0.93457
H  -1.09763  4.13413  -2.13782
H  0.96583  4.54228  -1.59477
H  0.37475  5.87103  -0.48834
H  -0.14508  2.95471  0.08807
H  -0.54443  4.33797  1.00931
H  1.74022  2.89093  0.84117
O  0.12524  -3.70767  -1.61704
C  1.04259  -4.26414  -0.60817
C  0.61533  -5.60928  -0.15462
O  -0.72484  -5.64934  0.36348
H  -0.66014  -3.36061  -1.13959
H  1.95508  -4.52191  -1.02314
H  1.14281  -3.63742  0.29472
H  1.30780  -6.04936  0.64042
H  0.69047  -6.29910  -0.97474
H  -1.33610  -5.47921  -0.38352
O  -3.13154  -0.26042  3.75610
C  -4.16173  -0.48142  2.86714
C  -4.14228  -1.89533  2.30959
O  -2.95635  -1.92600  1.44998
H  -2.41115  0.10724  3.30042
H  -5.14176  -0.26384  3.37505
H  -4.14536  0.18007  1.96852
H  -5.04957  -2.02689  1.70889
H  -4.09456  -2.72225  3.00959
H  -2.25132  -2.52748  1.83837
O  0.42154  -0.82476  0.90780
C  0.72849  -0.34505  -0.41196
C  2.15980  0.21459  -0.42538
O  2.37451  1.20858  0.61139
H  -0.06888  -0.12970  1.40731
H  0.54254  -1.10097  -1.09610
H  -0.00700  0.46457  -0.73147
H  2.38120  0.74980  -1.33695
H  2.83979  -0.61526  -0.25245
H  2.22969  0.70861  1.42411

Highest occupied orbital energy = -9.5959 eV
HOMO-LUMO gap = 10.117 eV
SMILES string = NC(N)=O.OCCO.OCCO.OCCO.OCCO.OCCO.OCCO.OCCO.OCCO

Atomic partial charges in e from the Mulliken method, atoms 1 to 5:
1. N -0.2697
2. C 0.5453
3. N -0.4162
4. O -0.7739
5. H 0.2825



Arrangement ii

Here is 9 unconnected molecules or ions with the total composition C17H52N2O17 from the OMol25 dataset. Energies are from wB97M-V/def2-TZVPD.

Positions of all 88 atoms, in Å:
N  1.82131  0.88317  -3.52012
C  2.73368  0.03101  -3.30052
N  2.24300  -1.17550  -3.37574
O  3.84385  0.37754  -3.10065
H  2.18433  1.74961  -3.89106
H  0.87927  0.56307  -3.69390
H  1.30761  -1.33259  -3.72282
H  2.96118  -1.88093  -3.29393
O  -4.95783  -4.49701  0.30427
C  -5.03278  -3.05742  0.56588
C  -4.00706  -2.28609  -0.44447
O  -2.60209  -2.30092  -0.07452
H  -4.05390  -4.72662  0.53184
H  -6.08728  -2.84544  0.38930
H  -4.68413  -2.84043  1.57557
H  -4.33050  -1.24670  -0.38816
H  -4.10796  -2.64975  -1.46705
H  -2.09652  -1.69841  -0.62494
O  2.89454  3.93303  5.43421
C  3.28330  4.23274  4.05356
C  1.98838  4.66469  3.42236
O  1.58152  5.96726  3.90053
H  3.45859  3.22973  5.76408
H  3.99520  5.04291  4.21145
H  3.65658  3.43115  3.41623
H  1.32554  3.80012  3.45793
H  2.25857  4.82209  2.37818
H  1.01631  5.80595  4.65955
O  -4.41453  2.96188  -3.01749
C  -3.88262  1.97863  -2.11581
C  -3.09327  2.51085  -0.91063
O  -3.83324  3.42940  0.00817
H  -4.99288  2.53197  -3.65174
H  -4.75350  1.46700  -1.70605
H  -3.46167  1.13769  -2.66691
H  -2.15891  2.97456  -1.22696
H  -2.73679  1.74321  -0.22378
H  -4.19899  4.21816  -0.39887
O  -1.02216  -3.08649  -6.15971
C  -1.57554  -3.09407  -4.83929
C  -1.87854  -1.72456  -4.27647
O  -0.73158  -0.94097  -4.03006
H  -0.51594  -2.27347  -6.22563
H  -2.50584  -3.66208  -4.83611
H  -0.81027  -3.58750  -4.24012
H  -2.34050  -1.78726  -3.29120
H  -2.60076  -1.12791  -4.83369
H  -0.97373  -0.07389  -4.36342
O  5.70667  -0.72588  0.99719
C  4.60404  0.06482  0.71065
C  3.68967  0.54043  1.81911
O  4.30333  0.50302  3.10093
H  6.22355  -0.85347  0.19834
H  5.12618  0.92697  0.29572
H  3.98078  -0.27331  -0.11720
H  2.72568  0.03583  1.75414
H  3.41244  1.56416  1.56766
H  5.24478  0.63114  2.96368
O  2.95438  -5.52075  0.02196
C  2.38585  -5.27327  -1.29240
C  1.67175  -3.91065  -1.26285
O  2.53989  -2.90706  -0.72664
H  3.77239  -5.02845  0.12249
H  3.06700  -5.32478  -2.14181
H  1.63111  -6.00468  -1.58141
H  0.98380  -3.89136  -0.41759
H  1.40456  -3.64128  -2.28469
H  1.96222  -2.15668  -0.56909
O  0.52538  1.44544  1.65022
C  -0.09946  0.38429  0.98233
C  0.27597  0.13595  -0.52347
O  -0.09325  -1.13193  -0.94761
H  -0.00938  1.73295  2.39384
H  0.07113  -0.44815  1.66499
H  -1.17395  0.51097  1.11466
H  1.34489  0.23191  -0.71399
H  -0.34540  0.76038  -1.16541
H  0.09113  -1.05769  -1.88680
O  -1.09946  2.93151  3.38654
C  -2.23247  2.48721  4.08985
C  -1.85924  1.22677  4.84070
O  -0.72938  1.29135  5.66129
H  -1.02255  3.88665  3.44457
H  -2.66270  3.27691  4.70578
H  -2.89864  2.13750  3.30117
H  -1.58672  0.48934  4.08569
H  -2.69431  0.74376  5.34812
H  -0.18307  0.61875  5.24806

Highest occupied orbital energy = -9.4998 eV
HOMO-LUMO gap = 8.976 eV
SMILES string = NC(N)=O.OCCO.OCCO.OCCO.OCCO.OCCO.OCCO.OCCO.OCCO

Atomic partial charges in e from the Mulliken method, atoms 1 to 5:
1. N -0.1772
2. C 0.4095
3. N -0.1186
4. O -0.6877
5. H 0.2146



Sorted by energy, starting with the most stable: arrangement i, arrangement ii.



Arrangement i

Here is C5H9N in the gas phase from the OMol25 dataset. Energies are from wB97M-V/def2-TZVPD.

Positions of all 15 atoms, in Å:
N  -3.52064  -0.02366  0.52296
C  -2.20895  0.26506  -0.28017
C  -0.93185  -0.14200  0.32609
C  0.30844  -0.09211  -0.29565
C  1.59231  -0.62804  0.14412
C  2.84774  0.09407  -0.06721
H  -3.75098  0.88695  0.90199
H  -2.19494  0.98949  -1.12154
H  -2.80675  -0.55502  -0.63066
H  -0.70997  -0.56739  1.28853
H  0.28126  0.40652  -1.23961
H  1.71674  -1.51374  0.73507
H  3.13493  0.42330  0.96073
H  2.72879  1.07625  -0.85068
H  3.51387  -0.61967  -0.39399

Highest occupied orbital energy = -7.0790 eV
HOMO-LUMO gap = 5.520 eV

Atomic partial charges in e from the natural (NBO) method, atoms 1 to 5:
1. N -0.8197
2. C -0.3984
3. C -0.0355
4. C -0.2962
5. C -0.0246



Arrangement ii

Here is C5H9N in the gas phase from the OMol25 dataset. Energies are from wB97M-V/def2-TZVPD.

Positions of all 15 atoms, in Å:
C  -2.02684  -1.53007  -2.15234
C  -1.43550  -1.22942  -1.00263
C  -0.89222  0.08804  -0.62713
C  0.04195  0.08357  0.40348
N  1.24461  0.91204  0.41238
C  2.00896  1.05844  1.81639
H  -2.70509  -2.38021  -2.38683
H  -2.05915  -0.60903  -2.77282
H  -1.48445  -1.83432  -0.08742
H  -0.86257  0.97059  -1.35787
H  0.13031  -0.59324  1.37094
H  1.06244  1.85576  0.12072
H  1.59219  0.84050  2.80915
H  2.48480  2.03792  1.73609
H  2.90056  0.32941  1.71789

Highest occupied orbital energy = -7.6905 eV
HOMO-LUMO gap = 8.703 eV
SMILES string = C=C/C=C/NC

Atomic partial charges in e from the natural (NBO) method, atoms 1 to 5:
1. C -0.4490
2. C -0.1872
3. C -0.3365
4. C 0.0490
5. N -0.6043



Sorted by energy, starting with the most stable: arrangement ii, arrangement i.



Arrangement i

Here is 2 unconnected molecules or ions with the total composition H3S3 from the OMol25 dataset. Energies are from wB97M-V/def2-TZVPD.

Positions of all 6 atoms, in Å:
S  -1.41071  0.17521  1.18490
H  -2.63809  0.75305  1.19259
S  1.92740  -1.06518  -0.80943
S  -0.92468  0.67430  -0.79390
H  2.52818  -0.06145  -0.12761
H  0.51791  -0.47593  -0.64656

Net charge = -1
Highest occupied orbital energy = -3.0581 eV
HOMO-LUMO gap = 6.607 eV

Atomic partial charges in e from the natural (NBO) method, atoms 1 to 5:
1. S -0.2494
2. H 0.0991
3. S -0.5673
4. S -0.5889
5. H 0.1187



Arrangement ii

Here is 2 unconnected molecules or ions with the total composition H3S3 from the OMol25 dataset. Energies are from wB97M-V/def2-TZVPD.

Positions of all 6 atoms, in Å:
S  1.58587  -0.72843  0.28860
H  2.52824  0.21946  0.31225
S  -2.02912  0.77850  0.27407
S  0.64160  -0.34791  -1.60526
H  -1.92188  -0.25306  1.13215
H  -0.80472  0.33144  -0.40181

Net charge = -1
Highest occupied orbital energy = -2.9723 eV
HOMO-LUMO gap = 6.577 eV

Atomic partial charges in e from the natural (NBO) method, atoms 1 to 5:
1. S -0.2719
2. H 0.0903
3. S -0.5032
4. S -0.6431
5. H 0.1237



Sorted by energy, starting with the most stable: arrangement ii, arrangement i.



Arrangement i

Here is C4H10OSi in the gas phase from the OMol25 dataset. Energies are from wB97M-V/def2-TZVPD.

Positions of all 16 atoms, in Å:
C  2.26882  -0.26889  -0.62158
C  1.08493  0.72740  -0.45044
O  0.75979  0.79830  0.96916
Si  -0.52445  0.21475  0.15600
C  -0.81999  -1.62700  0.51147
C  -2.06643  1.29249  0.09623
H  2.13884  -1.25221  -0.13998
H  3.21781  0.22396  -0.26869
H  2.32860  -0.52760  -1.64255
H  1.35851  1.66188  -0.88052
H  -0.90829  -1.77000  1.59701
H  -1.68602  -1.92287  0.03791
H  0.11824  -2.02290  -0.02383
H  -2.69610  0.66181  0.72672
H  -1.99962  2.36227  0.70879
H  -2.57464  1.44861  -0.77570

Highest occupied orbital energy = -9.2369 eV
HOMO-LUMO gap = 9.993 eV
SMILES string = C[C@@H]1O[Si]1(C)C

Atomic partial charges in e from the natural (NBO) method, atoms 1 to 5:
1. C -0.6263
2. C -0.3235
3. O -0.8571
4. Si 1.7579
5. C -1.0995



Arrangement ii

Here is C4H10OSi in the gas phase from the OMol25 dataset. Energies are from wB97M-V/def2-TZVPD.

Positions of all 16 atoms, in Å:
C  -2.03044  -0.45966  -0.85842
Si  -1.51117  0.94580  0.31348
C  0.33268  0.25442  1.05946
C  1.44172  0.48852  0.11443
C  2.22655  -0.74859  -0.27126
O  1.72671  1.58538  -0.31119
H  -2.69374  -0.11174  -1.64530
H  -1.16650  -0.90839  -1.34329
H  -2.54986  -1.25162  -0.32381
H  -2.41988  1.06674  1.45702
H  -1.29606  2.21277  -0.37294
H  0.23125  -0.78303  1.35585
H  0.47427  0.87470  1.93988
H  2.34838  -1.40575  0.58802
H  1.68540  -1.29409  -1.04242
H  3.20071  -0.46547  -0.65950

Highest occupied orbital energy = -9.4537 eV
HOMO-LUMO gap = 10.378 eV
SMILES string = C[SiH2]CC(C)=O

Atomic partial charges in e from the natural (NBO) method, atoms 1 to 5:
1. C -1.0859
2. Si 1.0938
3. C -0.8605
4. C 0.5753
5. C -0.7152



Arrangement iii

Here is 2 unconnected molecules or ions with the total composition C4H10OSi from the OMol25 dataset. Energies are from wB97M-V/def2-TZVPD.

Positions of all 16 atoms, in Å:
C  1.95662  -0.71613  1.12613
C  0.74473  -1.13716  0.78702
C  -1.70250  -0.45369  1.05029
C  -0.30778  -0.11763  0.66720
O  -0.46726  0.05556  -1.34368
Si  0.10240  1.28384  -2.14015
H  2.78340  -1.30252  1.24322
H  2.04923  0.39604  1.14645
H  0.43818  -2.10988  0.44298
H  -1.96388  -0.41676  2.05801
H  -2.46521  0.14604  0.49528
H  -1.95219  -1.47361  0.78582
H  -0.01958  0.91524  0.68262
H  -0.82466  1.49148  -3.25714
H  1.52551  1.00943  -2.45486
H  0.10297  2.42976  -1.28920

Highest occupied orbital energy = -9.4457 eV
HOMO-LUMO gap = 9.144 eV

Atomic partial charges in e from the natural (NBO) method, atoms 1 to 5:
1. C -0.2842
2. C -0.2613
3. C -0.6895
4. C 0.2207
5. O -1.1056



Arrangement iv

Here is C4H10OSi in the gas phase from the OMol25 dataset. Energies are from wB97M-V/def2-TZVPD.

Positions of all 16 atoms, in Å:
C  -2.13541  0.11753  0.82322
C  -1.19905  -0.57120  -0.19981
O  -1.68464  -1.16841  -1.14757
Si  0.71630  -0.44263  0.01674
C  1.13027  -0.52230  -1.86326
C  1.23634  0.93869  1.33228
H  -2.08085  1.05774  0.27713
H  -1.77386  0.29712  1.79910
H  -3.16741  -0.31277  0.63528
H  1.50874  -1.69101  0.51949
H  1.11899  0.51514  -2.28264
H  2.12159  -0.83394  -2.27105
H  0.22649  -0.84889  -2.35328
H  2.21687  0.73417  1.50727
H  1.14786  1.91896  1.05674
H  0.61774  0.81180  2.15035

Highest occupied orbital energy = -9.0924 eV
HOMO-LUMO gap = 9.673 eV
SMILES string = CC(=O)[SiH](C)C

Atomic partial charges in e from the natural (NBO) method, atoms 1 to 5:
1. C -0.7269
2. C 0.2500
3. O -0.5500
4. Si 1.1668
5. C -1.1060



Sorted by energy, starting with the most stable: arrangement ii, arrangement i, arrangement iv, arrangement iii.